Record 1
Here is 5 unconnected molecules or ions with the total composition C34H78BBr2FO3Si from OMol25. Energies are from ωB97M-V/def2-TZVPD.

```
120
Properties=species:S:1:pos:R:3
C -4.010 3.954 3.472
C -4.839 3.102 2.499
C -5.630 3.896 1.455
O -5.116 3.732 0.143
C -4.141 4.694 -0.210
Si -2.936 4.019 -1.500
C -2.497 2.214 -1.171
C -1.985 1.877 0.227
F -2.700 0.800 0.747
B -3.731 4.091 -3.369
O -3.016 3.560 -4.428
O -4.964 4.633 -3.593
C -5.869 3.738 -4.268
C -1.398 5.153 -1.453
Br -0.622 5.184 0.340
C -1.729 6.545 -2.031
C -1.176 7.759 -1.309
Br -1.028 6.589 -3.864
H -4.404 4.963 3.568
H -2.966 4.009 3.169
H -4.012 3.511 4.466
H -4.177 2.432 1.955
H -5.512 2.463 3.066
H -5.656 4.958 1.707
H -6.663 3.551 1.435
H -3.564 5.036 0.655
H -4.609 5.592 -0.633
H -3.422 1.650 -1.307
H -1.800 1.831 -1.918
H -0.948 1.550 0.183
H -2.076 2.701 0.929
H -2.621 2.719 -4.187
H -5.614 3.651 -5.320
H -5.866 2.755 -3.802
H -6.863 4.161 -4.173
H -0.649 4.666 -2.069
H -2.804 6.676 -2.133
H -1.595 8.651 -1.772
H -0.097 7.821 -1.410
H -1.466 7.766 -0.263
C 3.109 -2.136 -0.704
C 3.067 -1.388 -2.031
C 3.821 -0.060 -2.016
C 3.266 0.943 -1.002
C 1.776 1.234 -1.166
C 1.416 1.867 -2.507
H 2.648 -1.546 0.090
H 2.558 -3.075 -0.777
H 4.133 -2.372 -0.407
H 2.024 -1.214 -2.307
H 3.485 -2.024 -2.817
H 3.794 0.372 -3.020
H 4.877 -0.238 -1.795
H 3.832 1.876 -1.078
H 3.438 0.571 0.012
H 1.462 1.908 -0.363
H 1.202 0.312 -1.031
H 1.940 2.815 -2.645
H 0.344 2.068 -2.560
H 1.666 1.215 -3.347
C -0.848 -5.450 3.693
C -0.304 -5.095 2.312
C 0.758 -3.998 2.339
C 0.277 -2.650 2.876
C -0.908 -2.041 2.128
C -0.584 -1.746 0.668
H -1.340 -4.599 4.164
H -1.580 -6.256 3.627
H -0.043 -5.783 4.352
H -1.130 -4.800 1.658
H 0.134 -5.990 1.861
H 1.161 -3.867 1.331
H 1.599 -4.337 2.955
H 1.112 -1.946 2.838
H 0.018 -2.749 3.935
H -1.190 -1.108 2.624
H -1.781 -2.695 2.191
H 0.268 -1.065 0.601
H -1.431 -1.277 0.164
H -0.334 -2.657 0.119
C 5.105 -0.543 8.158
C 3.953 -0.345 7.178
C 3.305 -1.652 6.726
C 4.237 -2.604 5.973
C 4.882 -2.013 4.721
C 3.867 -1.599 3.660
H 5.920 -1.116 7.714
H 5.516 0.416 8.476
H 4.768 -1.073 9.051
H 4.304 0.220 6.310
H 3.187 0.275 7.652
H 2.437 -1.421 6.102
H 2.912 -2.175 7.604
H 3.665 -3.494 5.689
H 5.023 -2.957 6.645
H 5.556 -2.761 4.295
H 5.508 -1.156 4.985
H 3.260 -2.454 3.356
H 4.369 -1.212 2.771
H 3.197 -0.818 4.024
C -0.339 -1.370 -4.531
C -0.819 -2.815 -4.437
C 0.325 -3.825 -4.365
C 1.247 -3.841 -5.585
C 0.547 -4.112 -6.916
C -0.131 -5.477 -6.979
H 0.243 -1.192 -5.436
H -1.184 -0.679 -4.541
H 0.284 -1.123 -3.669
H -1.473 -3.041 -5.284
H -1.435 -2.928 -3.541
H -0.092 -4.823 -4.208
H 0.931 -3.610 -3.478
H 2.017 -4.603 -5.428
H 1.781 -2.888 -5.653
H 1.290 -4.048 -7.715
H -0.187 -3.328 -7.121
H 0.592 -6.278 -6.816
H -0.592 -5.637 -7.955
H -0.917 -5.573 -6.228
```

Its LUMO energy is 0.01522 hartree. The strongest force on any atom is 0.98 eV Å⁻¹. For the total energy, the calculation gives -7130.28567 a.u. As for the structure (SMILES): CCCOC[Si@@](CCF)(B(O)OC)[C@H](Br)[C@@H](C)Br.CCCCCC.CCCCCC.CCCCCC.CCCCCC.


Record 2
Here is 2 unconnected molecules or ions with the total composition C2H3IO2 at a distorted geometry from OMol25. Energies are from ωB97M-V/def2-TZVPD.

```
8
Properties=species:S:1:pos:R:3
C -0.179 1.771 -0.050
C 0.261 0.004 0.215
O 0.412 1.188 0.967
O -0.304 0.709 -0.830
I 2.146 -1.028 0.123
H -0.707 -2.844 -0.465
H -0.656 2.721 -0.010
H -0.973 -2.522 0.050
```

Its LUMO energy (alpha / beta) is -0.01369 / -0.01376 hartree. The calculation puts the relative energy (zero: lowest compared OMol25 entry of this formula, charge and spin) at 128.90 kcal per mole. The strongest force on any atom is 3.76 eV Å⁻¹. For the total energy, the calculation gives -525.99350 a.u. As for the structure (SMILES): I[C@]12O[C@H]1O2.[H][H].


Record 3
Here is a molecular structure, C79H59AsBaN2O7P3Si at a distorted geometry from OMol25. Energies are from ωB97M-V/def2-TZVPD.

```
153
Properties=species:S:1:pos:R:3
Ba 1.048 0.613 -0.270
C 2.781 4.321 5.471
C 3.598 3.956 4.413
C 3.045 3.490 3.234
C 1.663 3.393 3.065
C 0.866 3.660 4.178
C 1.413 4.136 5.357
P 0.960 2.819 1.466
C 2.065 3.805 0.263
C 2.919 5.058 0.546
C 3.489 5.809 -1.941
C 4.098 4.826 -2.712
C 3.814 3.489 -2.756
C 2.836 2.780 -1.899
C -0.768 3.503 1.588
C -1.007 4.702 2.272
C -2.282 5.183 2.487
C -3.363 4.452 2.030
C -3.143 3.251 1.385
C -1.860 2.740 1.138
Si -1.822 1.010 0.242
C -3.088 1.299 -1.221
C -4.464 1.383 -0.974
C -5.400 1.605 -1.969
C -4.987 1.756 -3.281
C -3.638 1.677 -3.566
C -2.696 1.447 -2.562
P -0.932 1.378 -3.048
C -0.991 0.930 -4.843
C -0.779 -0.416 -5.143
C -0.608 -0.834 -6.451
C -0.627 0.092 -7.484
C -0.831 1.433 -7.199
C -1.009 1.850 -5.889
C -0.613 3.163 -3.263
C 0.865 3.428 -3.404
C 1.150 4.728 -4.061
C 0.305 5.735 -3.908
C -0.861 5.576 -2.975
C -1.424 4.181 -3.008
C -2.934 -0.011 1.466
C -3.967 -0.818 0.978
C -4.801 -1.545 1.808
C -4.647 -1.463 3.183
C -3.603 -0.719 3.696
C -2.729 -0.034 2.853
P -1.177 0.645 3.574
C -1.822 1.515 5.049
C -3.028 2.209 5.013
C -3.448 2.942 6.112
C -2.667 2.997 7.255
C -1.442 2.346 7.284
C -1.014 1.627 6.183
C -0.660 -0.976 4.313
C -0.915 -1.427 5.605
C -0.468 -2.674 6.014
C 0.225 -3.495 5.139
C 0.451 -3.071 3.839
C 0.015 -1.821 3.433
H 3.207 4.730 6.378
H 4.673 4.045 4.501
H 3.705 3.172 2.445
H -0.201 3.516 4.120
H 0.758 4.376 6.185
H 2.624 5.698 1.372
H 3.668 6.828 -2.264
H 4.824 5.194 -3.431
H 4.333 2.884 -3.490
H 2.826 1.734 -2.204
H -0.178 5.278 2.649
H -2.426 6.122 3.003
H -4.375 4.807 2.180
H -4.005 2.682 1.073
H -4.834 1.254 0.033
H -6.452 1.659 -1.716
H -5.706 1.938 -4.070
H -3.305 1.801 -4.588
H -0.737 -1.122 -4.322
H -0.431 -1.880 -6.666
H -0.461 -0.226 -8.505
H -0.842 2.163 -7.999
H -1.155 2.902 -5.676
H 1.336 2.604 -3.956
H 2.031 4.805 -4.685
H 0.455 6.700 -4.370
H -1.642 6.306 -3.208
H -2.473 4.057 -2.783
H -4.106 -0.870 -0.091
H -5.576 -2.174 1.386
H -5.320 -1.995 3.844
H -3.451 -0.683 4.767
H -3.631 2.177 4.114
H -4.390 3.473 6.076
H -3.004 3.556 8.118
H -0.814 2.408 8.163
H -0.041 1.153 6.186
H -1.461 -0.812 6.306
H -0.666 -3.005 7.026
H 0.588 -4.458 5.471
H 0.972 -3.711 3.135
H 0.198 -1.477 2.417
O 2.883 1.246 1.364
C 3.171 1.399 0.172
O 3.316 0.469 -0.638
C 3.129 2.844 -0.385
C 4.458 3.415 -0.059
C 4.337 4.594 0.560
C 2.526 5.662 -0.860
C 1.406 4.504 -0.972
C 1.363 3.291 -1.923
O 0.593 2.380 -1.262
N 0.171 5.191 -0.678
O 0.184 5.878 0.362
O -0.478 6.010 -1.661
N 5.407 5.365 1.066
O 5.159 6.497 1.459
O 6.525 4.865 1.091
H 5.376 2.894 -0.283
H 2.024 6.616 -0.712
C -0.181 -8.256 0.543
C -1.285 -7.419 0.475
C -1.117 -6.060 0.269
C 0.156 -5.512 0.114
C 1.258 -6.359 0.212
C 1.090 -7.721 0.413
As 0.351 -3.528 -0.013
C -0.972 -3.318 -1.447
C -2.234 -2.941 -0.991
C -3.302 -2.828 -1.865
C -3.118 -3.073 -3.216
C -1.864 -3.431 -3.684
C -0.799 -3.556 -2.805
C 2.114 -3.511 -0.851
C 3.072 -2.741 -0.194
C 4.365 -2.649 -0.682
C 4.715 -3.323 -1.840
C 3.779 -4.120 -2.484
C 2.493 -4.229 -1.982
H -0.311 -9.317 0.705
H -2.279 -7.829 0.592
H -1.980 -5.405 0.220
H 2.256 -5.947 0.125
H 1.957 -8.367 0.473
H -2.365 -2.721 0.065
H -4.280 -2.547 -1.498
H -3.948 -2.977 -3.902
H -1.719 -3.616 -4.740
H 0.174 -3.824 -3.194
H 2.794 -2.210 0.711
H 5.094 -2.044 -0.161
H 5.716 -3.235 -2.239
H 4.057 -4.663 -3.378
H 1.789 -4.899 -2.462
```

Its net charge is -1. Its LUMO energy (alpha / beta) is 0.05492 / 0.05911 hartree. The strongest force on any atom is 8.65 eV Å⁻¹. For the total energy, the calculation gives -7256.54140 a.u.